Entry 1:
97
Properties=species:S:1:pos:R:3:lowdin_spin:R:1 method="wB97M-V/def2-TZVPD" charge=+1 multiplicity=4 gap_ev="6.2 / 8.2"
C 2.81 -1.19 -5.00 0.000
C -3.72 -0.57 0.86 0.002
H -0.82 -0.33 3.95 0.001
C -3.43 1.46 -0.31 0.003
H -0.74 -1.52 5.25 0.002
C 4.69 1.36 -0.94 0.000
H 1.61 -0.89 5.86 0.001
F -1.10 3.94 -2.56 0.000
H -0.98 3.28 3.71 0.000
H -5.28 4.25 -0.08 0.000
O -0.40 -0.52 -0.51 0.076
H -5.15 2.72 1.83 0.000
C 0.05 2.19 2.17 0.001
H -1.15 -2.04 3.62 0.000
H 5.41 -0.08 0.54 0.000
H -0.77 -5.95 -1.38 0.000
C 3.92 -1.88 -4.53 0.000
C 1.09 3.53 0.48 0.000
O 2.57 -0.60 0.15 0.062
H 2.36 -3.23 3.93 0.002
C -1.60 -0.20 -0.19 0.019
H 1.13 -3.31 5.20 0.000
C -0.10 4.60 2.26 0.000
C -2.14 1.06 -0.67 0.002
C 4.12 2.23 0.18 0.001
S 2.03 3.65 -1.04 0.000
C 2.25 -0.53 -2.75 0.000
C 5.06 -0.05 -0.49 0.002
C 1.43 -4.51 -3.01 0.001
O -3.00 -3.14 1.41 0.013
H 0.70 -3.69 3.53 0.003
H 2.29 -5.03 -2.60 0.000
O 1.27 -2.95 -0.82 0.082
H -6.80 2.66 1.20 0.000
H -0.64 -2.16 -2.90 0.000
H 0.86 -5.19 -3.64 0.000
Re 0.83 -1.65 0.85 2.359
H 5.59 1.82 -1.33 0.000
C -6.52 0.37 -0.34 0.000
H 1.78 -3.66 -3.60 0.000
N 1.28 -1.26 2.52 0.144
H -6.01 3.03 -1.09 0.000
H 5.83 -0.50 -1.12 0.000
H 1.56 0.38 4.62 0.001
H -4.38 -1.21 1.43 0.000
H 4.57 -2.41 -5.22 0.000
H 1.13 1.39 0.48 0.002
H -1.70 -2.79 -1.63 0.000
C 4.20 -1.91 -3.17 0.000
N -4.21 0.60 0.47 0.006
C 1.98 -0.52 -4.11 0.000
H -0.32 1.62 -1.72 0.000
C 0.65 4.69 1.09 0.000
H 4.36 3.96 -1.11 0.000
H -0.45 5.50 2.75 0.000
H 3.29 1.72 0.67 0.001
H -5.85 0.42 1.70 0.000
C -3.12 3.53 -1.46 0.002
H 5.05 -2.46 -2.80 0.000
C 1.31 -3.05 4.16 0.005
C -5.30 3.18 -0.27 0.000
S 3.74 -1.28 -0.56 0.018
C 3.70 3.60 -0.32 0.000
H 2.86 -0.82 4.61 0.002
O 1.84 2.35 -1.76 0.000
H -0.17 1.22 2.58 0.001
C -2.11 -2.38 1.10 0.018
H 2.59 -1.17 -6.06 0.000
C -3.93 2.72 -0.70 0.000
C -0.99 -3.06 -2.41 0.002
C 3.36 -1.22 -2.30 0.001
C -0.20 -5.28 -0.73 0.001
C -1.34 1.90 -1.46 0.001
H 3.68 4.35 0.48 0.000
H -7.56 0.62 -0.13 0.000
H -6.43 -0.72 -0.39 0.000
H 3.98 1.32 -1.77 0.000
C 1.80 -0.67 4.81 0.008
P 0.42 -3.89 -1.67 0.010
H 1.12 0.03 -4.48 0.000
C -5.76 2.43 0.97 0.000
H -6.25 0.78 -1.31 0.000
H -0.83 -4.91 0.08 0.000
C -5.63 0.93 0.77 0.000
H -3.46 4.51 -1.77 0.000
O -0.85 -2.71 1.16 0.085
C -1.85 3.10 -1.84 0.001
H 0.87 5.66 0.66 0.000
H 4.89 2.36 0.95 0.000
C 0.79 2.28 1.00 0.002
H -1.47 -3.72 -3.13 0.000
C 0.95 -1.58 3.91 0.042
H 0.64 -5.83 -0.30 0.000
C -0.40 3.35 2.79 0.000
C -0.53 -1.35 4.19 0.004
C -2.44 -1.01 0.60 0.009
H 1.62 0.00 -2.05 0.000

***

Entry 2:
6
Properties=species:S:1:pos:R:3:nbo_charge:R:1 method="wB97M-V/def2-TZVPD" charge=0 multiplicity=1 gap_ev=10.9
C -0.14 -0.18 0.53 -0.219
H 0.29 -1.01 1.23 0.233
H -0.07 0.99 -1.14 0.206
Cl -1.33 0.86 1.33 -0.034
C 0.36 0.20 -0.65 -0.401
H 0.90 -0.86 -1.29 0.216

***

Entry 3:
83
Properties=species:S:1:pos:R:3:mulliken_charge:R:1 method="wB97M-V/def2-TZVPD" charge=-2 multiplicity=1 gap_ev=3.0
O 9.40 3.28 31.74 -0.542
H 3.41 6.50 27.17 0.385
H 14.83 7.22 28.21 0.353
H 12.04 4.55 28.92 0.180
O 7.69 7.35 29.39 -0.414
C 3.94 7.35 27.59 -1.322
O 12.89 8.01 28.68 -0.178
O 11.65 5.19 35.04 -0.881
O 6.64 4.09 28.53 -0.301
H 12.42 10.03 33.71 0.374
H 8.12 3.25 26.55 0.281
O 9.56 5.63 34.40 -0.657
C 13.54 9.69 31.91 -1.061
H 7.12 1.85 26.08 0.405
C 6.26 3.08 27.60 -0.425
C 9.03 11.55 32.26 -1.146
H 12.15 8.46 33.04 0.088
F 9.10 9.64 28.47 -0.242
H 12.29 5.64 27.46 0.284
H 14.60 8.35 29.58 0.306
H 8.03 2.37 29.86 0.146
C 7.46 2.47 26.92 -1.170
C 7.14 3.78 34.19 -0.411
H 13.71 5.14 28.46 0.403
H 14.07 9.23 26.74 0.298
O 4.83 7.71 34.30 -0.724
H 6.36 6.82 36.57 0.366
F 7.64 10.25 29.87 -0.242
C 5.40 6.99 27.70 0.392
H 7.37 7.98 35.60 0.283
O 13.09 6.56 30.77 -0.590
O 11.21 10.10 32.05 -0.300
H 3.91 8.21 26.92 0.342
O 11.29 6.53 33.32 -0.733
S 5.88 6.70 34.26 0.910
H 7.49 2.92 33.62 0.227
H 7.40 2.33 31.46 0.150
O 9.97 10.09 34.25 -0.705
C 14.32 8.12 28.55 -0.128
C 5.69 4.09 33.92 -0.275
O 11.03 4.46 30.79 -0.484
S 9.77 9.95 32.81 1.085
C 12.64 5.33 28.45 -1.010
H 5.78 6.56 26.77 0.231
O 6.77 4.98 30.86 0.086
H 7.98 1.74 27.55 0.312
O 10.89 6.98 29.66 -0.507
H 5.60 6.22 28.44 -0.255
O 6.16 8.16 27.97 -0.263
O 9.09 8.86 32.17 -0.254
H 7.96 11.50 32.46 0.376
H 13.79 10.75 31.76 0.457
O 4.81 3.59 30.16 -0.689
C 10.84 5.89 34.33 0.286
C 14.62 9.31 27.69 -1.313
Ba 9.04 6.14 31.65 1.794
C 7.82 9.65 28.70 0.831
H 13.40 9.33 30.89 -0.113
C 12.32 9.50 32.75 0.129
S 6.22 3.91 30.08 1.032
H 5.57 3.48 26.86 0.405
H 5.01 3.27 34.17 0.348
O 6.75 6.64 33.11 -0.496
H 3.48 7.66 28.53 0.317
S 12.32 6.75 29.57 1.014
H 14.33 10.28 28.09 0.278
H 7.76 4.64 33.92 0.012
H 5.47 4.28 32.86 0.177
F 7.23 10.40 27.77 -0.291
H 7.31 3.56 35.25 0.308
O 11.49 2.50 31.71 -0.851
H 14.43 9.19 32.28 0.418
H 5.62 2.32 28.06 0.385
H 9.34 11.64 31.23 0.276
C 7.10 2.38 30.41 -0.665
H 7.85 6.32 35.48 0.190
H 9.36 12.40 32.85 0.367
C 7.21 8.25 28.76 0.373
H 6.44 1.54 30.21 0.400
C 6.98 6.97 35.70 -0.671
O 5.15 5.28 34.56 -0.420
H 15.67 9.29 27.38 0.405
C 10.63 3.36 31.33 0.268

***

Entry 4:
88
Properties=species:S:1:pos:R:3:mulliken_charge:R:1 method="wB97M-V/def2-TZVPD" charge=+2 multiplicity=1 gap_ev=5.3
C 3.63 0.57 2.30 -0.701
C 1.83 1.91 -3.23 0.457
H 2.07 -0.20 -5.79 0.355
C 2.98 0.48 1.13 -0.537
C 0.73 -3.71 1.04 -1.185
H -3.04 0.11 -4.02 0.383
C -5.08 4.28 5.31 -0.432
H 3.05 -4.98 1.31 0.555
C -1.55 -1.86 -1.40 0.584
H 0.05 -4.54 0.74 0.336
N 3.06 0.02 5.83 -0.397
H 2.43 1.55 -6.08 0.423
H 3.01 -2.69 -3.98 0.375
C 3.15 -2.71 -1.76 1.380
H 3.43 0.59 -5.00 0.353
C -2.67 0.20 -0.94 -1.105
C 4.29 -4.13 -0.25 -0.696
H 2.77 3.83 -4.85 0.315
H -2.17 1.67 -3.91 0.508
H -2.08 -0.88 1.33 -0.235
C -4.40 1.36 -2.09 -0.641
H -5.43 0.86 1.10 0.585
H -5.19 4.15 3.19 0.357
H -4.82 4.27 7.47 0.312
C -2.92 -0.22 1.52 -0.911
C -4.40 4.05 6.45 -0.234
Mg 0.63 0.01 -0.89 0.937
C -3.12 0.86 -2.09 0.799
C 4.34 -3.34 -1.34 -0.779
H 5.25 -3.17 -1.90 0.534
H -6.07 4.67 5.47 0.356
H -2.82 -3.55 -1.62 0.673
N 0.82 -2.04 -1.40 0.537
C 0.88 0.23 2.08 0.017
H -3.63 -2.06 -1.08 0.378
C 3.52 0.69 4.73 -0.244
N 3.01 2.58 -3.16 -0.178
C -2.84 -2.49 -1.70 -2.280
C -2.37 0.72 -3.39 -1.024
H 2.85 -0.94 5.62 0.236
C -0.31 -2.60 -1.79 0.652
C -3.45 0.35 0.25 1.239
C -5.25 1.27 -0.99 -0.673
H 4.30 2.97 -4.88 0.297
H 0.10 -2.79 1.03 -0.110
H -3.22 -2.33 -2.70 0.381
C 3.08 -2.01 -3.12 -1.433
H -0.48 -4.71 -2.00 0.358
H 3.94 -1.33 -3.33 0.435
H 3.58 0.22 6.64 0.253
H 4.71 0.71 2.38 0.441
H 2.19 -1.36 -3.17 0.053
C 1.95 -2.84 -1.05 -0.677
H -2.41 0.57 2.08 0.269
H 0.80 0.25 4.21 0.538
H 0.94 -3.92 2.13 0.433
H -1.44 0.13 -3.37 -0.335
C 2.39 0.75 -5.37 -1.120
H 5.16 -4.66 0.15 0.420
H 3.55 0.66 0.16 0.217
H -0.17 -0.03 1.96 -0.003
C -0.42 -3.81 -2.62 -1.788
C 3.12 -4.29 0.50 -0.962
H 3.29 2.72 -2.21 0.314
H 0.55 -3.98 -3.19 0.287
C -4.78 0.87 0.24 -0.826
C -2.58 3.23 5.11 -0.024
H 0.53 0.91 -4.19 0.154
S 4.76 1.81 4.86 -0.229
N 1.51 1.16 -4.28 -0.018
C -3.23 3.61 3.93 -0.408
H -3.57 -0.74 2.19 0.596
H 4.13 4.21 -3.64 0.377
H -1.71 2.54 5.06 0.209
C -3.10 3.52 6.39 -0.525
C 3.55 3.44 -4.18 -1.016
S 0.71 2.22 -1.93 -0.327
C -4.51 4.06 4.02 -0.423
C 1.47 0.30 3.36 -0.693
H -2.65 3.16 7.35 0.294
N -1.52 -0.63 -0.89 1.308
H -4.77 1.97 -2.95 0.416
N 1.67 0.20 0.94 0.061
H -2.76 3.46 2.98 0.518
H -1.30 -3.74 -3.28 0.528
H -6.32 1.55 -1.13 0.350
C 2.86 0.48 3.47 0.918
C 1.93 -3.66 0.12 1.109

***

Entry 5:
45
Properties=species:S:1:pos:R:3:nbo_charge:R:1 method="wB97M-V/def2-TZVPD" charge=0 multiplicity=1 smiles="COc1ccccc1CNC(=O)COC(=O)c1ccc(NC(N)=O)cc1" gap_ev=8.7
N -1.99 0.09 3.14 -0.620
O -1.96 1.23 0.46 -0.519
C 2.43 -0.64 -1.02 -0.263
H 0.23 -1.69 -3.37 0.234
H -3.40 -2.58 1.76 0.219
C -0.75 1.98 2.32 -0.102
H -3.16 0.73 -1.05 0.210
N 2.72 -0.64 -3.39 -0.630
H -1.80 1.88 4.19 0.202
O -4.04 -0.13 2.20 -0.609
C 1.94 -0.95 -2.29 0.194
H -1.10 -0.39 3.28 0.424
C -2.16 1.14 -0.93 -0.253
O 3.36 -0.58 -5.54 -0.627
C -0.80 1.77 0.93 0.382
C 0.40 2.50 2.88 -0.182
H 2.37 3.25 2.54 0.214
H -2.05 -2.52 2.95 0.208
H 0.26 1.96 -0.93 0.222
C -1.92 1.53 3.16 -0.247
C 1.69 -0.91 0.11 -0.131
H 3.41 -0.18 -0.93 0.217
C -2.96 -0.58 2.48 0.660
O 0.11 -1.58 2.35 -0.632
H 2.27 2.90 0.10 0.211
C -2.53 -2.02 2.11 -0.165
C -0.36 -1.68 1.24 0.788
H -1.08 -2.19 -1.35 0.235
H -2.10 2.12 -1.41 0.179
H 2.07 -0.67 1.09 0.244
C 2.74 -1.15 -4.67 0.785
N 2.04 -2.30 -4.88 -0.846
H 1.84 -2.92 -4.11 0.396
H 3.41 0.08 -3.25 0.416
H -2.86 1.91 2.76 0.246
C 0.66 -1.50 -2.39 -0.301
C 1.49 2.84 2.09 -0.248
O -1.64 -1.96 1.00 -0.496
C 1.43 2.64 0.73 -0.185
H 0.44 2.65 3.95 0.211
H 2.18 -2.73 -5.78 0.411
C -0.09 -1.77 -1.26 -0.153
C 0.42 -1.48 0.00 -0.149
H -1.44 0.46 -1.40 0.177
C 0.29 2.11 0.14 -0.326

***

Entry 6:
10
Properties=species:S:1:pos:R:3:nbo_charge:R:1 method="wB97M-V/def2-TZVPD" charge=0 multiplicity=1 gap_ev=9.2
H 2.88 -0.57 -0.85 0.140
N 1.04 -0.93 -0.05 -0.607
H -2.52 -0.29 -1.25 0.215
N -1.44 0.00 0.43 0.066
C -2.43 0.08 -0.33 -0.452
H 1.49 -0.75 0.86 0.345
H 1.58 -1.16 -1.99 0.158
N -0.75 -0.10 1.33 -0.040
H -3.27 0.61 0.25 0.215
C 1.84 -0.82 -1.00 -0.041

***

Entry 7:
37
Properties=species:S:1:pos:R:3:lowdin_spin:R:1 method="wB97M-V/def2-TZVPD" charge=+1 multiplicity=4 gap_ev="6.1 / 7.6"
H -2.70 2.40 1.10 0.000
H 1.28 1.34 3.82 0.000
H -2.66 3.75 -0.04 0.000
O 2.55 2.34 -1.75 0.153
O 3.70 -1.06 -1.08 0.015
H -0.38 2.70 0.25 0.000
C -1.21 -2.84 1.87 0.000
H 0.95 -2.21 -2.13 0.109
C -2.55 2.67 0.04 0.001
O -1.11 0.81 -0.39 0.047
C 1.55 -1.88 -3.13 0.338
H -0.78 -3.64 1.26 0.000
O -0.02 -1.32 0.49 0.015
O 0.21 2.50 -4.00 0.258
O -1.39 -5.25 -1.36 0.001
C -1.16 2.30 -0.43 0.001
H -0.60 -2.71 2.78 0.000
H 0.46 2.25 2.54 0.000
C -1.87 -4.23 -1.52 0.001
H -2.09 -1.57 0.32 0.000
Co 1.18 -0.33 -2.27 1.251
H 1.90 -0.41 2.01 0.000
H 2.72 1.17 1.88 0.000
H -3.32 2.20 -0.58 0.000
C 1.75 0.66 1.85 0.001
C 0.81 1.81 -3.27 0.263
H -0.96 2.65 -1.46 0.000
H -2.19 -3.17 2.21 0.000
O 1.27 0.91 0.50 0.005
C 2.71 -0.64 -1.54 0.050
C -1.32 -1.54 1.11 0.001
O 2.02 -2.36 -4.12 0.311
H -0.09 0.61 3.00 0.000
P 0.30 0.01 -0.40 0.059
H -1.52 -0.71 1.80 0.000
C 0.79 1.25 2.85 0.000
C 1.77 1.55 -2.24 0.120

***

Entry 8:
19
Properties=species:S:1:pos:R:3:nbo_charge:R:1 method="wB97M-V/def2-TZVPD" charge=0 multiplicity=1 smiles=C[C@]12COCCN1C2 gap_ev=9.7
H 1.56 -0.43 0.84 0.178
H 1.46 2.13 -0.94 0.177
H 0.21 -1.78 -0.88 0.225
C 1.49 1.03 -0.83 -0.065
H 2.47 0.69 -1.18 0.196
N -0.19 0.79 0.84 -0.444
H -1.48 -0.21 -1.97 0.185
H 1.74 1.13 1.36 0.204
C -0.85 0.36 -1.29 -0.052
C -0.92 -0.25 0.11 0.012
H 0.23 -2.07 0.88 0.210
H -1.12 -0.62 2.29 0.199
H -1.21 1.41 -1.26 0.185
C 1.23 0.59 0.61 -0.247
C -0.39 -1.70 0.05 -0.654
H -2.19 0.78 1.67 0.210
H -1.20 -2.41 -0.06 0.219
C -1.34 0.12 1.49 -0.193
O 0.52 0.42 -1.72 -0.548

***

Entry 9:
30
Properties=species:S:1:pos:R:3:nbo_charge:R:1 method="wB97M-V/def2-TZVPD" charge=-1 multiplicity=1 gap_ev=9.1
O 22.10 -8.98 6.48 -0.960
O 22.48 -11.72 2.14 -0.978
C 17.66 -12.53 1.93 -0.079
H 16.08 -11.62 2.80 0.156
H 18.28 -12.24 4.62 0.500
H 17.50 -13.59 2.11 0.155
H 22.27 -11.45 7.43 0.491
C 24.72 -12.00 7.67 -0.139
H 21.49 -8.34 6.10 0.459
H 25.77 -12.23 7.81 0.176
H 24.89 -11.02 8.10 0.182
H 17.15 -12.15 1.04 0.160
C 23.48 -12.52 8.46 -0.102
H 21.86 -9.81 6.07 0.491
H 17.67 -10.80 3.09 0.172
H 23.13 -14.65 5.36 0.455
O 24.32 -11.83 6.32 -0.700
H 22.97 -13.39 8.03 0.189
O 19.02 -12.31 1.83 -0.750
C 17.12 -11.74 3.12 -0.091
H 21.69 -14.26 5.62 0.500
H 19.49 -12.54 2.63 0.494
H 21.80 -11.49 1.51 0.463
H 22.02 -11.77 2.98 0.492
H 23.74 -12.79 9.48 0.165
H 24.29 -12.74 6.00 0.456
Br 20.66 -11.78 4.93 -0.920
O 22.38 -11.66 8.36 -0.724
O 17.35 -12.26 4.41 -0.753
O 22.34 -14.94 5.82 -0.958

***

Entry 10:
19
Properties=species:S:1:pos:R:3:nbo_charge:R:1 method="wB97M-V/def2-TZVPD" charge=-2 multiplicity=1 smiles="CN(C)[C@@H](C(=O)[O-])[P@@](=O)([O-])O" gap_ev=6.9
O -0.88 1.05 -2.26 -1.207
O 2.85 -2.26 -0.17 -0.765
H -0.64 -1.84 0.54 0.213
H -0.09 1.77 1.49 0.126
H -0.09 -2.21 -2.48 0.515
C -0.77 -0.67 0.51 -0.442
O -0.87 -1.53 -2.49 -1.061
H -1.24 -0.30 1.46 0.160
P 0.04 -0.15 -2.35 2.279
H -1.13 -0.50 -0.45 0.213
N 0.55 -0.11 0.50 -0.482
C 1.03 -0.55 -0.73 -0.554
O 0.88 -3.08 -0.98 -0.819
H 1.98 -0.01 -0.88 0.201
O 0.98 -0.21 -3.53 -1.209
H 1.41 1.70 0.50 0.184
C 0.40 1.33 0.47 -0.426
C 1.70 -2.20 -0.60 0.835
H -0.29 1.69 -0.32 0.239

***

Entry 11:
16
Properties=species:S:1:pos:R:3:nbo_charge:R:1 method="wB97M-V/def2-TZVPD" charge=0 multiplicity=1 smiles=OC1CCCC1 gap_ev=11.1
H 0.66 -1.19 1.36 0.199
H -0.53 1.94 0.74 0.234
H 1.95 0.60 1.22 0.223
O -1.97 0.11 0.71 -0.727
H 0.04 -1.19 -1.65 0.208
C -0.22 -1.10 -0.59 -0.433
H -2.63 -0.57 0.52 0.465
C -0.07 1.33 -0.04 -0.432
C 1.27 0.61 0.33 -0.417
C -1.08 0.20 -0.39 0.103
H -1.66 0.42 -1.31 0.163
H -0.85 -1.97 -0.33 0.209
C 0.99 -0.87 0.37 -0.423
H 2.01 0.87 -0.44 0.192
H 2.07 -1.16 0.43 0.225
H 0.04 1.98 -0.93 0.211

***

Entry 12:
21
Properties=species:S:1:pos:R:3:nbo_charge:R:1 method="wB97M-V/def2-TZVPD" charge=0 multiplicity=1 smiles=CC(C)B1OC[C@H](P)O1 gap_ev=10.1
H -2.68 1.29 1.15 0.207
H -1.01 2.05 1.02 0.206
C -1.57 1.05 1.26 -0.620
C -1.97 0.26 -1.22 -0.613
O 1.09 -0.20 -0.91 -0.713
H 2.96 -1.21 -1.29 0.196
H -3.09 0.32 -1.17 0.214
C 2.23 -1.63 0.63 -0.095
H 2.27 -2.63 0.17 0.198
H 2.72 -1.33 1.55 0.209
O 0.84 -1.39 1.01 -0.715
H -1.49 1.15 -1.60 0.215
C -1.41 -0.11 0.17 -0.529
H -1.88 -1.02 0.60 0.225
B 0.21 -0.51 0.19 1.136
C 2.42 -0.63 -0.59 -0.185
H 3.50 1.63 -1.32 -0.006
H -1.27 0.77 2.31 0.219
P 3.52 0.80 -0.14 0.241
H 2.35 1.53 0.44 -0.011
H -1.50 -0.54 -1.85 0.222

***

Entry 13:
18
Properties=species:S:1:pos:R:3:nbo_charge:R:1 method="wB97M-V/def2-TZVPD" charge=+1 multiplicity=1 gap_ev=9.5
H -2.68 0.91 -0.97 0.247
S 1.12 1.19 2.56 -0.115
H 0.97 -0.97 0.38 0.445
C 1.62 -0.57 -1.57 -0.418
H 1.96 -1.13 -2.43 0.240
C -2.17 0.30 -0.23 -0.631
H 0.74 0.04 -1.77 0.236
H -0.43 1.58 0.00 0.214
H 2.11 -2.08 -0.19 0.439
H -1.67 -0.47 -0.82 0.182
N 1.30 -1.52 -0.45 -0.700
H 0.55 -2.17 -0.69 0.436
C -1.21 1.13 0.61 -0.520
H -2.93 -0.20 0.37 0.235
H -1.70 1.93 1.16 0.239
H 2.43 0.06 -1.23 0.238
S -0.43 0.03 1.85 0.077
H 0.41 1.94 3.42 0.158